Entry from OMol25: 12 unconnected molecules or ions with the total composition C72H180N12O24 (wB97M-V/def2-TZVPD).

The geometry in XYZ format:
```
288
Properties=species:S:1:pos:R:3:forces:R:3
C 0.19119 0.24518 29.19660 0.7 0.5 0.2
O -0.72143 0.20885 30.26416 -1.0 -0.8 -0.8
C -1.92157 -0.45848 29.82972 -0.9 0.5 1.9
C -3.02343 -0.37654 30.98538 1.0 -0.8 -1.3
N -4.24325 -1.09482 30.59754 -0.1 1.5 0.1
C -5.23503 -1.00451 31.68930 -0.8 -1.0 -1.2
C -6.55389 -1.77298 31.22841 0.9 0.0 0.6
O -6.74111 -3.06165 31.80014 0.1 -0.3 0.3
C -6.86010 -3.03770 33.22551 -0.2 1.2 -0.4
H -0.16451 0.85908 28.36912 -0.1 0.4 -0.1
H 0.45593 -0.70629 28.73540 -0.3 -0.6 0.3
H 1.11729 0.65007 29.60465 0.0 0.2 -0.1
H -1.69824 -1.49948 29.59619 0.0 -0.3 0.1
H -2.33235 -0.00273 28.92880 0.0 0.3 -0.1
H -3.24449 0.66616 31.21345 -0.1 0.0 -0.2
H -2.62775 -0.81625 31.90091 0.5 0.0 0.2
H -4.04092 -2.06405 30.39811 0.0 -0.2 0.2
H -5.53814 0.01780 31.91533 0.4 0.2 -0.4
H -4.73557 -1.37117 32.58608 -0.6 -0.4 0.5
H -6.51014 -1.90810 30.14771 0.3 -0.2 0.0
H -7.45422 -1.17328 31.36209 0.0 0.2 0.5
H -7.57086 -3.76199 33.62341 0.3 -0.4 -0.5
H -7.26823 -2.05991 33.48130 -0.2 0.2 0.3
H -5.89212 -3.09163 33.72372 0.1 -0.4 0.0
C 9.33360 -0.06952 22.54420 -1.2 -0.5 0.1
O 9.08687 -0.19492 21.13964 0.8 0.8 0.9
C 10.17340 0.39899 20.43514 0.2 0.3 -0.3
C 9.84971 0.48168 18.96297 0.7 -0.5 0.8
N 9.61103 -0.90398 18.52908 -0.8 1.0 -0.8
C 8.49256 -0.92607 17.55528 -0.2 -0.4 0.7
C 7.13962 -1.02913 18.29771 0.5 -0.2 0.2
O 7.09554 -2.33736 18.88253 -2.0 -0.4 0.3
C 5.85929 -2.52462 19.63320 1.2 -1.1 0.4
H 9.14977 0.92584 22.94862 0.1 0.4 -0.3
H 10.32146 -0.37851 22.88590 0.3 -0.2 -0.4
H 8.59760 -0.72513 23.00958 0.1 -0.1 0.1
H 11.05737 -0.22558 20.56400 0.2 -0.3 0.0
H 10.46349 1.37765 20.81748 -0.4 0.3 0.3
H 10.72947 0.93461 18.50584 0.1 -0.2 -0.4
H 9.03497 1.18233 18.78023 -0.4 -0.1 0.1
H 9.21912 -1.35586 19.34291 0.2 -0.4 0.2
H 8.60651 -1.80655 16.92293 -0.2 0.0 -0.1
H 8.54521 -0.04226 16.91951 -0.1 0.0 0.0
H 6.27906 -0.82049 17.66210 -0.1 -0.3 -0.3
H 7.05921 -0.37349 19.16475 0.3 0.7 -0.1
H 5.83891 -3.50665 20.10573 0.8 -0.5 -0.4
H 4.92073 -2.57716 19.08144 0.1 0.9 -0.5
H 5.83496 -1.93019 20.54653 -0.2 1.0 -0.3
C 3.49522 1.69274 27.56145 -0.9 -0.3 -0.9
O 4.69130 0.96646 27.62784 1.1 -0.2 -0.8
C 5.25261 0.51988 26.34963 -1.6 -0.8 1.1
C 4.46801 -0.75905 25.84889 0.2 1.3 0.5
N 4.68899 -1.07170 24.42163 -0.7 1.1 1.9
C 6.07507 -1.24946 24.03439 -0.2 -1.2 0.1
C 6.87023 -2.36662 24.75250 0.0 -1.3 -1.8
O 6.33236 -3.67769 24.50981 -0.4 -0.5 0.3
C 7.30022 -4.74154 24.71098 -0.3 0.3 -0.5
H 2.73986 1.10352 27.04149 -0.5 -0.3 0.3
H 3.49978 2.58894 26.94104 0.8 0.4 0.1
H 3.12768 1.95807 28.55272 0.3 -0.2 0.0
H 6.29772 0.30694 26.57436 0.0 0.1 -0.2
H 5.15408 1.31364 25.60914 0.2 0.1 -0.1
H 3.41166 -0.54933 26.01694 -0.2 0.2 -0.4
H 4.62344 -1.60600 26.51719 0.6 -0.2 0.0
H 4.06950 -1.84723 24.23486 0.4 -0.5 -0.6
H 6.67062 -0.35475 24.21582 -0.3 0.3 -0.1
H 5.92320 -1.39049 22.96427 1.1 -0.4 -0.3
H 6.98056 -2.16813 25.81859 0.0 0.1 0.2
H 7.82332 -2.47306 24.23444 0.6 0.9 0.4
H 6.85574 -5.72516 24.55922 -0.9 0.2 0.6
H 7.76364 -4.66726 25.69476 0.0 -0.1 0.1
H 8.06247 -4.79778 23.93386 0.1 0.9 0.2
C 8.03416 -17.01363 26.08184 0.5 -0.1 0.7
O 7.55893 -15.70453 26.23907 -0.2 0.7 -0.1
C 6.18663 -15.60894 25.84041 0.6 -0.1 0.4
C 5.53964 -14.31827 26.32204 0.0 -1.4 0.7
N 6.01639 -13.18033 25.62252 -0.4 1.1 -0.5
C 5.12469 -12.01061 25.73707 1.1 0.1 -0.5
C 5.57365 -10.93640 24.72192 -1.8 -0.6 0.1
O 4.68443 -9.85225 24.97750 0.7 0.8 -0.2
C 4.75026 -8.77171 24.06402 -0.5 0.4 0.8
H 9.02614 -17.09185 26.52676 0.2 0.4 -0.2
H 8.08940 -17.33046 25.04037 -0.2 -0.1 -0.1
H 7.44560 -17.68761 26.70429 -0.4 -0.4 -0.3
H 5.71533 -16.46822 26.31749 -0.6 -0.1 -0.2
H 6.15306 -15.66389 24.75232 -0.3 -0.1 -0.2
H 5.76471 -14.21846 27.38386 -0.1 -0.2 0.5
H 4.45647 -14.42597 26.26516 -0.1 0.0 -0.3
H 6.87309 -12.96396 26.11174 0.4 0.4 -0.4
H 5.14988 -11.59249 26.74338 0.0 0.3 0.2
H 4.07647 -12.24879 25.55654 0.1 -0.3 -0.2
H 5.31685 -11.22438 23.70250 0.4 -0.6 -0.2
H 6.64870 -10.76681 24.78202 0.1 0.6 0.2
H 3.99486 -8.07538 24.42814 0.0 0.2 0.0
H 4.47946 -8.95709 23.02459 0.1 -0.7 -0.1
H 5.70410 -8.24452 24.08267 0.3 -0.1 0.0
C 6.32320 0.02242 33.80615 0.1 -0.9 0.5
O 5.22183 -0.90355 33.91680 -0.7 2.1 -1.4
C 5.53313 -2.13473 34.43913 0.8 -1.0 1.5
C 4.35304 -3.12619 34.58883 -0.3 0.8 -1.2
N 3.53087 -3.37117 33.37114 -1.0 1.2 1.3
C 4.19774 -4.00396 32.29336 -0.2 -1.4 -0.6
C 3.25446 -4.16257 31.06423 2.1 0.5 0.3
O 3.40771 -2.92993 30.29591 -1.0 -2.1 0.7
C 2.65874 -2.95953 29.09388 0.4 1.7 0.6
H 6.05417 0.99354 33.39066 -0.5 -0.5 -0.4
H 7.13879 -0.44342 33.25308 -0.1 0.1 -0.4
H 6.78292 0.28508 34.75893 -0.3 -0.3 0.6
H 5.84958 -1.92226 35.46032 0.4 -0.5 0.5
H 6.38416 -2.59415 33.93636 0.2 -0.1 -0.4
H 3.72006 -2.73777 35.38669 -0.3 0.0 -0.2
H 4.73720 -4.08678 34.93204 0.2 0.0 0.0
H 3.38623 -2.49152 32.89639 -0.8 0.9 0.9
H 4.43342 -5.01911 32.61275 0.7 -0.1 -0.1
H 5.05571 -3.35541 32.11625 0.5 -1.0 -1.0
H 2.26814 -4.50786 31.37416 -0.5 1.0 0.1
H 3.59278 -5.00633 30.46281 0.5 0.1 -0.4
H 1.58861 -2.93176 29.29916 -0.2 -0.4 -0.1
H 2.93547 -3.72954 28.37373 0.1 -0.3 0.2
H 2.93337 -1.96291 28.74833 -0.3 0.0 -1.0
C 9.34473 -0.02227 26.03327 -0.6 0.7 -1.2
O 8.68037 1.20748 25.66728 -0.1 0.3 0.4
C 8.55599 2.17859 26.70933 -0.6 0.2 1.0
C 7.54219 3.34631 26.35649 0.4 -2.3 0.2
N 7.73763 3.73587 24.97465 0.2 1.0 0.2
C 8.83125 4.71267 24.90465 0.9 -0.2 0.2
C 9.60103 4.62177 23.60436 1.1 -0.1 -0.2
O 10.28973 3.37455 23.38764 -0.1 -0.7 0.4
C 11.50031 3.12147 24.16486 -1.0 0.7 -0.7
H 10.40663 0.14664 26.21205 0.0 0.0 0.4
H 9.25506 -0.61750 25.12455 0.2 -0.1 0.0
H 8.81493 -0.57681 26.80778 0.2 0.3 0.5
H 9.49732 2.61446 27.04400 0.6 -0.1 -0.6
H 8.20808 1.67116 27.60910 -0.4 -0.1 0.2
H 7.66528 4.13793 27.09560 0.0 0.1 -0.2
H 6.54780 2.91207 26.46000 -0.2 0.2 0.2
H 8.07575 2.86269 24.59607 0.2 0.0 -0.9
H 9.53636 4.55733 25.72122 0.4 -0.4 0.2
H 8.53221 5.73899 25.11758 -0.6 0.1 -0.5
H 10.39851 5.35429 23.47973 -0.2 0.7 0.5
H 8.92253 4.80984 22.77228 0.0 -0.5 -0.2
H 12.06965 2.33746 23.66558 -0.3 0.0 -0.2
H 11.30624 2.79702 25.18720 -0.3 0.1 0.1
H 12.11303 4.02274 24.18435 0.1 0.1 0.1
C 6.91081 2.88849 21.11604 -0.4 0.3 0.2
O 5.58183 2.47696 21.28980 -2.0 -1.2 2.6
C 5.25704 2.18929 22.71804 1.8 0.2 -1.1
C 3.86407 1.74181 22.90815 -1.6 0.9 -2.8
N 3.56952 0.39264 22.34051 -0.9 2.1 2.4
C 2.17915 -0.00034 22.30648 0.6 -1.1 -1.1
C 2.08716 -1.39882 21.64349 -0.7 0.4 0.1
O 2.73285 -2.35676 22.44540 0.3 1.1 0.7
C 2.94643 -3.65677 21.96434 0.1 -0.6 -0.2
H 6.96294 3.10061 20.04815 0.6 -0.3 0.1
H 7.56077 2.10409 21.50386 0.5 0.1 -0.4
H 7.07424 3.82321 21.65240 0.2 0.1 0.1
H 5.51736 3.04220 23.34484 -0.4 0.5 -0.1
H 5.87666 1.42208 23.18233 0.7 -0.4 -0.6
H 3.22466 2.39256 22.31167 -0.3 0.4 0.4
H 3.54552 1.79901 23.94899 -0.1 -0.2 0.1
H 4.08995 -0.17173 22.99681 1.5 -2.3 0.4
H 1.57474 0.75187 21.79957 0.0 -0.1 0.0
H 1.82162 -0.12136 23.32904 0.0 0.1 0.5
H 2.48289 -1.27547 20.63538 0.2 -0.5 -0.2
H 1.03108 -1.66388 21.59311 -0.2 0.1 -0.3
H 3.77771 -3.68333 21.25980 0.1 0.0 -0.1
H 2.07627 -4.12891 21.50828 -0.3 0.3 -0.2
H 3.17757 -4.27660 22.83065 0.2 0.1 0.0
C 9.05477 -11.60116 19.44714 -0.2 1.0 0.6
O 9.36629 -10.48905 20.28381 0.3 0.3 0.9
C 10.61096 -10.54640 21.03669 -0.2 -0.2 -1.6
C 10.97514 -9.14131 21.51746 -0.4 -0.6 -0.2
N 10.41624 -8.91648 22.82582 0.3 -0.4 0.9
C 10.69871 -7.60899 23.34859 -2.0 1.0 0.6
C 9.60861 -7.19082 24.44317 2.0 0.3 0.3
O 9.88162 -7.77961 25.74937 -0.6 -0.2 -1.1
C 8.74715 -7.82106 26.57648 -1.0 0.3 0.6
H 8.96034 -12.52133 20.02371 0.2 -0.2 -0.1
H 9.76155 -11.65917 18.61938 0.2 -0.3 0.0
H 8.07257 -11.34341 19.05097 0.0 -0.2 -0.1
H 11.34107 -10.93412 20.32627 0.5 0.1 0.0
H 10.57516 -11.27580 21.84589 -0.3 0.1 0.3
H 10.60049 -8.42845 20.78290 -0.1 0.2 -0.3
H 12.04961 -8.96043 21.54691 0.1 -0.4 0.2
H 9.40975 -8.99782 22.80409 -0.1 -0.3 -0.2
H 10.59090 -6.91827 22.51231 -0.3 0.8 -0.1
H 11.72425 -7.40487 23.65631 0.0 -0.7 0.6
H 8.57119 -7.30138 24.12747 -0.1 -1.1 -0.2
H 9.63593 -6.10476 24.53172 0.5 0.3 0.3
H 7.81760 -8.11813 26.09088 0.0 -0.1 -0.7
H 8.51385 -6.87225 27.05961 0.2 0.6 -0.2
H 8.77069 -8.50172 27.42750 1.0 -0.4 -0.2
C 10.89993 -3.16671 24.61996 -0.2 0.3 0.7
O 9.94723 -3.46128 23.64517 -0.5 -0.4 0.4
C 10.52520 -3.89787 22.42687 -0.3 0.7 0.3
C 9.43099 -4.48721 21.59662 -0.7 -0.8 -1.7
N 9.91183 -4.99774 20.26118 -1.0 0.5 0.6
C 8.76583 -5.39163 19.37683 0.3 -0.7 0.8
C 8.23352 -6.78031 19.81667 2.2 1.2 -0.2
O 7.27185 -7.13919 18.95015 -2.5 -0.2 -1.2
C 6.94293 -8.51529 18.91683 -0.6 0.8 -0.7
H 10.38349 -2.91567 25.54645 -0.3 -0.1 0.0
H 11.46391 -2.26559 24.37912 0.5 -0.1 -0.3
H 11.53425 -4.02275 24.85003 0.3 0.0 -0.2
H 11.34463 -4.58632 22.63349 0.2 0.0 -0.3
H 10.83099 -2.95792 21.96743 0.8 -0.2 -0.6
H 8.66824 -3.72649 21.43041 -0.2 0.4 0.0
H 8.87891 -5.28883 22.08723 0.4 -0.2 0.3
H 10.32228 -4.18007 19.83334 0.4 0.1 -0.3
H 9.09946 -5.52859 18.34822 0.4 0.0 0.1
H 7.96933 -4.65230 19.29258 -0.2 0.2 0.4
H 7.88058 -6.78102 20.84794 0.1 -0.2 0.4
H 9.07658 -7.44391 19.62434 0.4 -0.3 0.9
H 6.86736 -8.97596 19.90180 0.4 -0.1 0.1
H 7.63196 -8.99576 18.22223 0.1 -0.5 0.4
H 5.94895 -8.52138 18.46956 0.0 -0.3 -0.1
C 2.61809 4.65327 25.46420 -0.3 0.2 0.0
O 1.85784 3.68374 24.76898 -0.8 -1.4 -0.3
C 0.40222 3.96685 24.67145 1.2 0.3 0.0
C -0.36945 3.08952 23.61146 2.6 1.8 1.7
N -0.33711 1.69198 23.96993 -0.2 -0.5 -1.0
C -0.82946 1.34595 25.30630 -0.2 -0.5 -1.3
C -0.90354 -0.20111 25.41972 1.1 1.9 0.6
O 0.47720 -0.61913 25.45306 -0.8 -0.4 -0.4
C 0.53794 -2.02355 25.60628 0.4 -0.1 0.0
H 3.65920 4.35986 25.59866 0.0 -0.5 -0.6
H 2.29065 4.80002 26.49345 -0.5 0.2 0.0
H 2.60726 5.58409 24.89712 0.0 0.3 0.2
H 0.44514 5.00562 24.34404 -1.0 0.2 0.3
H -0.04739 3.79095 25.64870 0.1 0.6 0.2
H 0.26685 3.34468 22.76404 -0.4 -0.8 -0.8
H -1.32642 3.59753 23.49223 -0.3 -0.6 0.0
H 0.63402 1.41568 23.94425 0.1 0.0 -0.1
H -1.82685 1.78310 25.35336 0.0 0.0 0.6
H -0.11362 1.78700 25.99994 -0.5 -0.4 0.8
H -1.45184 -0.62838 24.58013 0.1 -0.1 -0.1
H -1.37950 -0.45334 26.36732 -0.1 -0.3 0.1
H -0.03769 -2.55221 24.84649 -0.2 0.0 -0.1
H 0.17376 -2.32210 26.58931 0.0 -0.1 0.1
H 1.57439 -2.34078 25.49125 0.1 0.1 0.1
C 7.93571 -5.14374 31.56424 0.9 -0.5 0.1
O 7.52055 -3.80019 31.48944 -0.1 -0.2 -1.3
C 7.19268 -3.39360 30.12796 -0.6 0.1 1.5
C 6.50795 -2.00717 30.19593 1.9 -0.6 -0.1
N 7.55260 -0.96121 30.36041 -0.7 0.5 -1.4
C 6.94120 0.35895 30.10941 0.9 0.3 1.7
C 7.89326 1.54660 30.44280 -0.1 -0.2 -0.3
O 8.31937 1.57651 31.78103 1.1 0.2 1.6
C 9.48427 2.44885 32.06769 -1.2 -1.0 -0.7
H 8.48655 -5.30676 32.49058 -0.7 0.1 0.4
H 8.70078 -5.47663 30.86285 0.3 0.7 -0.8
H 7.16149 -5.89250 31.39677 -0.6 0.2 0.4
H 6.51893 -4.10592 29.65176 -0.4 -0.3 0.3
H 8.09809 -3.42998 29.52215 0.2 0.5 0.0
H 5.72491 -1.95384 30.95231 0.1 -0.2 0.1
H 5.99408 -1.90889 29.23969 0.1 0.5 -0.2
H 7.94460 -0.93743 31.29093 -0.1 -0.3 0.2
H 6.10463 0.44330 30.80305 -0.6 0.3 -0.1
H 6.56470 0.45642 29.09116 0.1 0.0 0.0
H 7.35807 2.48754 30.31509 -0.1 0.1 -0.8
H 8.77054 1.47977 29.79936 0.1 0.2 -0.3
H 9.66694 2.53558 33.13877 -0.4 -0.5 0.0
H 9.32196 3.46891 31.71950 -0.1 0.0 -0.4
H 10.35143 1.99137 31.59141 0.1 0.2 -0.1
C 1.86679 -6.34577 33.75958 -1.5 0.4 -0.4
O 1.78499 -7.04513 32.53921 0.3 -1.4 -1.8
C 0.50696 -7.43820 31.94228 0.4 1.1 0.8
C 0.63824 -7.88545 30.47274 1.4 0.6 1.8
N 1.51370 -6.99625 29.67319 -1.1 -0.7 -0.8
C 1.85429 -7.70959 28.44437 0.5 0.7 -0.6
C 2.69394 -6.92359 27.44203 -0.9 0.0 -0.2
O 3.86040 -6.42678 27.97617 0.6 0.8 1.6
C 4.55641 -5.59768 27.10135 0.8 -1.0 -1.1
H 2.88520 -6.09542 34.05667 0.1 -0.4 -0.5
H 1.39185 -6.90494 34.56571 -0.1 0.0 0.2
H 1.34796 -5.40541 33.57353 -0.1 0.3 0.7
H -0.21969 -6.62911 32.01606 0.2 0.6 0.0
H 0.03556 -8.24428 32.50452 0.2 -0.3 0.2
H -0.38530 -7.97656 30.10916 0.1 0.3 -0.4
H 1.02044 -8.90185 30.56737 0.4 -0.3 -0.5
H 2.38170 -6.75436 30.12943 -0.2 -0.2 0.6
H 0.95365 -7.89791 27.86001 -0.2 -0.4 0.3
H 2.38576 -8.63787 28.65398 -0.1 -0.4 0.0
H 2.12209 -6.08603 27.04255 -0.4 0.3 0.0
H 2.92079 -7.55992 26.58662 0.0 -0.4 -0.2
H 3.98048 -4.87995 26.51717 -0.6 0.4 0.5
H 4.93140 -6.26120 26.32209 0.6 0.0 -0.4
H 5.41339 -5.12801 27.58414 -0.3 0.0 0.2
```
Forces are in eV/Å.

<S²>   0.755
HOMO-LUMO gap (alpha / beta)   0.3027 / 0.1246 Ha
2S+1   2
LUMO energy (alpha / beta)   -1.433 / -6.280 eV
Energy   -144575.8266 eV
ΔE to the lowest compared entry with this formula, charge and spin   27.3 kcal/mol
Total charge   +1